Entry 1:
48
Properties=species:S:1:pos:R:3:lowdin_charge:R:1 method="wB97M-V/def2-TZVPD" spin_multiplicity=1 mol_weight_g_mol=705.47 energy_ha=-4174.55845 total_charge=+1 homo_energy_ev="-12.17 / -12.17" lumo_energy_ha="-0.30591 / -0.30593"
Pt -0.03550 -0.66150 0.17800 1.177
O 4.01340 3.96310 -0.37710 0.159
C 4.73060 2.88920 -0.29330 -0.516
O 5.93600 2.87700 -0.38810 0.059
C 4.03900 1.57360 -0.07280 -0.025
C 4.75860 0.38280 0.04580 -0.535
Cl 6.42770 0.20170 -0.10760 0.902
N 3.86920 -0.62700 0.22050 -0.057
N 2.61620 -0.14860 0.20030 0.108
C 2.69200 1.16640 0.03430 -0.117
C 1.42980 1.99190 -0.07950 -0.547
O 1.53270 3.19940 -0.20900 0.117
O 0.36200 1.31520 -0.04670 -0.171
C 4.14420 -2.00710 0.31290 -0.186
C 5.29140 -2.50420 0.92660 -0.028
C 5.52340 -3.86980 0.92260 -0.045
C 4.60920 -4.73900 0.34260 -0.061
C 3.45390 -4.23520 -0.23710 -0.075
C 3.22150 -2.87480 -0.25790 -0.044
H 3.01820 3.83170 -0.32700 0.086
H 5.97770 -1.83900 1.42050 0.087
H 6.42420 -4.25840 1.37260 0.118
H 4.78750 -5.80360 0.34540 0.112
H 2.74340 -4.90110 -0.69900 0.101
H 2.34410 -2.44740 -0.71550 0.048
F -5.51470 -1.13970 -0.73180 0.177
C -4.72340 -0.73080 0.25960 -0.546
F -4.94050 0.55970 0.45380 0.199
F -5.06260 -1.39840 1.36270 0.187
C -3.20970 -1.03800 -0.08890 -0.505
O -3.06080 -2.14370 -0.63140 -0.034
O -2.38790 -0.19000 0.22520 0.059
C 0.34560 -2.01040 -2.82760 -0.082
Ge -1.36530 -2.78550 -1.87260 0.966
C -1.81840 -4.74310 -1.97560 -0.120
C -2.59920 -1.93570 -3.31240 -0.106
C -0.33120 -2.65150 0.00110 -0.262
H 0.19070 -1.99850 -3.89790 0.045
H 1.16650 -2.67130 -2.58140 0.026
H 0.52990 -1.00160 -2.45300 0.027
H -2.33910 -4.94310 -2.90680 0.043
H -2.45810 -5.01960 -1.14330 0.045
H -0.91220 -5.33950 -1.94580 0.036
H -2.27960 -2.31830 -4.27540 0.039
H -2.49740 -0.85720 -3.28250 0.047
H -3.61710 -2.23880 -3.09590 0.042
H 0.47690 -3.37510 -0.07120 0.010
H -1.03080 -2.97350 0.78080 0.037

Entry 2:
37
Properties=species:S:1:pos:R:3:lowdin_charge:R:1 method="wB97M-V/def2-TZVPD" spin_multiplicity=1 mol_weight_g_mol=236.36 energy_ha=-1046.23492 homo_energy_ev=-10.52 lumo_energy_ha=0.00313 de_lowest_kcal_mol=16.7
Ne 0.16470 0.02258 0.24076 0.077
O 0.42979 0.38142 -2.55508 -0.048
H 0.11486 0.65438 -1.69336 -0.013
H -0.36628 0.21841 -3.06096 0.057
O 2.19411 -1.78154 1.24636 -0.037
H 2.93625 -1.75142 0.64258 0.056
H 1.47651 -2.14382 0.72671 0.007
O 1.68266 0.00286 3.42236 -0.061
H 1.72961 -0.43091 2.57039 -0.030
H 2.21081 0.79433 3.31813 0.025
O 2.87025 2.40755 0.25330 -0.044
H 3.71329 2.86077 0.26328 0.056
H 2.95327 1.76171 -0.44829 -0.010
O 3.20063 0.55171 -1.85039 -0.038
H 3.46873 1.01928 -2.64142 0.060
H 2.25151 0.46113 -1.93519 -0.005
O 0.20654 3.28934 0.22047 -0.039
H 1.08371 2.93855 0.37461 -0.008
H -0.21348 3.27175 1.08041 0.049
O 0.65772 -3.21425 -1.13052 -0.052
H 0.12830 -3.75135 -1.71998 0.033
H 0.18734 -2.38237 -1.07634 -0.006
O -2.11755 -2.39602 -1.60185 -0.051
H -2.44561 -3.29308 -1.66426 0.043
H -2.08310 -2.21792 -0.66200 -0.020
O -4.14962 0.52031 -1.16431 -0.065
H -4.22610 -0.33611 -0.74368 0.018
H -3.21251 0.71443 -1.14481 -0.034
O -1.63180 1.69314 -1.15406 -0.054
H -1.17184 2.27859 -0.55245 0.003
H -1.61850 2.15291 -1.99350 0.071
O -1.95211 0.32229 2.99381 -0.035
H -1.41684 -0.12919 3.64640 0.047
H -1.53469 1.17754 2.89112 0.042
O -1.85932 -1.96505 1.25128 -0.041
H -2.02237 -2.56729 1.97718 0.057
H -1.63888 -1.13465 1.67329 -0.008

Entry 3:
27
Properties=species:S:1:pos:R:3:lowdin_charge:R:1 method="wB97M-V/def2-TZVPD" spin_multiplicity=1 mol_weight_g_mol=152.24 energy_ha=-465.85343 homo_energy_ev=-8.46 lumo_energy_ha=0.03226 de_lowest_kcal_mol=27.8
C 3.48158 -0.00057 2.12996 -0.172
C 2.11696 0.22438 2.73013 -0.179
H 4.04734 0.91281 1.93807 0.066
H 4.12699 -0.53874 2.81743 0.059
H 3.44911 -0.56698 1.20337 0.052
H 1.46791 -0.63977 2.56729 0.066
H 1.50164 1.08186 2.43960 0.053
H 2.14186 0.41042 3.80136 0.058
C -1.93582 -1.54081 -2.11771 -0.216
C -2.80495 -2.26517 -1.11412 -0.104
C -1.21301 -0.33420 -1.56836 -0.252
C -1.84979 0.86754 -1.34822 -0.048
C 0.10418 -0.44443 -1.13400 -0.030
C -1.27173 1.91383 -0.62380 -0.020
C 0.76936 0.65775 -0.60969 -0.015
C 0.06924 1.81485 -0.30874 -0.324
O 0.81590 2.83663 0.22579 0.042
H -1.23178 -2.21659 -2.59563 0.107
H -2.55456 -1.17682 -2.92222 0.102
H -3.28834 -1.61947 -0.39763 0.065
H -2.88270 1.02443 -1.63960 0.116
H 0.65624 -1.37455 -1.18770 0.115
H -1.95917 2.65812 -0.24278 0.114
H 1.76539 0.41664 -0.26121 0.102
H 0.32435 3.65764 0.19417 0.099
H -2.27557 -2.88706 -0.38018 0.076
H -3.57063 -2.87176 -1.59558 0.070

Entry 4:
126
Properties=species:S:1:pos:R:3:lowdin_charge:R:1 method="wB97M-V/def2-TZVPD" spin_multiplicity=2 mol_weight_g_mol=1250.84 energy_ha=-4622.39544 total_charge=+1 homo_energy_ev="-9.15 / -9.36" lumo_energy_ha="-0.10698 / -0.11068" de_lowest_kcal_mol=0.0
W -0.25521 0.13429 1.11676 0.744
C 1.57443 1.41948 6.98494 -0.083
C 2.08399 2.18507 5.77264 -0.233
N 2.27428 1.33150 4.60499 -0.011
C 1.27789 0.97990 3.78228 -0.734
S 1.68506 -0.19947 2.55168 0.622
N 0.09402 1.49712 3.96882 0.030
N -0.81509 1.12574 3.02903 -0.150
C -2.05558 1.37135 3.27230 -0.255
C -2.54546 1.96509 4.55235 0.001
C -2.99145 1.12161 2.17523 -0.216
C -4.33928 1.41826 2.29103 0.008
C -5.17252 1.25299 1.19817 -0.020
C -4.63157 0.79011 0.01610 -0.031
C -3.28003 0.49897 -0.02577 -0.191
N -2.46918 0.65947 1.02242 -0.047
H 1.39837 2.10067 7.81786 0.076
H 2.29726 0.66913 7.30782 0.074
H 0.63652 0.91652 6.74758 0.065
H 3.04178 2.65913 5.98416 0.117
H 1.38299 2.96902 5.49321 0.109
H 3.13657 0.82108 4.51098 0.124
H -1.72800 2.06560 5.25538 0.069
H -3.32147 1.33132 4.98625 0.096
H -2.98197 2.95048 4.37298 0.096
H -4.72850 1.79689 3.22403 0.117
H -6.22426 1.49570 1.27063 0.124
H -5.23462 0.65117 -0.86999 0.116
H -2.82772 0.12714 -0.93253 0.046
O -1.06864 -1.42964 2.36957 -0.326
N -1.51334 -2.60115 1.90852 -0.191
C -1.91872 -3.50743 2.82416 -0.017
C -2.34847 -4.74323 2.43176 -0.032
C -2.35381 -5.05486 1.06942 -0.038
C -1.94358 -4.11476 0.15768 -0.063
C -1.52043 -2.85001 0.58766 -0.562
S -1.03148 -1.60551 -0.49666 0.747
H -1.85555 -3.15984 3.84393 0.149
H -2.66540 -5.45593 3.17812 0.119
H -2.67784 -6.03056 0.73388 0.120
H -1.93322 -4.31872 -0.90396 0.115
C 1.04958 0.31773 -2.19945 -0.300
P 1.71182 -0.37699 -0.64878 0.865
C 1.86330 -2.18088 -1.12842 -0.422
N 1.65927 -2.39280 -2.40055 0.118
C 1.36086 -3.64768 -2.82197 -0.205
C 1.14522 -3.90482 -4.19443 -0.002
C 0.72060 -5.14298 -4.58524 -0.062
C 0.49242 -6.16435 -3.63247 -0.065
C 0.71532 -5.94206 -2.30333 -0.014
C 1.17613 -4.67493 -1.87961 -0.220
N 1.50434 -4.46891 -0.57960 0.138
C 1.91279 -3.28660 -0.19925 -0.416
P 2.69782 -3.15268 1.47565 1.016
C 1.39957 -3.94673 2.50281 -0.261
C 4.01632 -4.50019 1.38015 -0.721
C 3.48893 -5.93411 1.45215 -0.098
C 4.84543 -4.31957 0.10632 -0.094
C 4.91591 -4.23864 2.59582 -0.116
C 3.45108 0.34411 -0.63054 -0.679
C 4.02015 0.24269 -2.05602 -0.088
C 3.41042 1.81465 -0.20568 -0.125
C 4.40620 -0.40525 0.30011 -0.124
H 1.59510 -0.05852 -3.05870 0.043
H 1.14094 1.40197 -2.13069 0.010
H -0.00151 0.06395 -2.32364 0.006
H 1.30389 -3.10188 -4.90219 0.118
H 0.54827 -5.34935 -5.63322 0.109
H 0.15146 -7.13473 -3.96889 0.109
H 0.57522 -6.71596 -1.55937 0.115
H 0.88514 -4.75529 1.98093 0.042
H 0.69812 -3.17289 2.81111 -0.004
H 1.86329 -4.34346 3.40771 0.047
H 2.75543 -6.13745 0.67457 0.060
H 3.03628 -6.14712 2.42167 0.072
H 4.32535 -6.62760 1.32543 0.087
H 4.24808 -4.44455 -0.79910 0.073
H 5.63542 -5.07448 0.08397 0.090
H 5.33018 -3.34210 0.07248 0.064
H 4.37827 -4.39470 3.53446 0.075
H 5.30690 -3.21930 2.59308 0.072
H 5.76249 -4.93036 2.58313 0.089
H 3.58950 0.98666 -2.72540 0.081
H 3.87759 -0.74744 -2.49235 0.077
H 5.09474 0.43117 -2.00372 0.093
H 2.78157 2.42116 -0.85696 0.045
H 4.42900 2.20853 -0.26098 0.096
H 3.05721 1.92450 0.82041 0.046
H 4.57517 -1.42602 -0.04450 0.046
H 4.05603 -0.44165 1.32700 0.012
H 5.36723 0.11496 0.27570 0.093
S 0.23517 2.13662 0.52707 0.203
Sb -1.63133 2.92984 -1.82935 1.455
C -3.30448 3.89886 -0.90205 -0.373
C -4.51834 4.17881 -1.52465 -0.123
C -5.54880 4.79178 -0.82016 -0.081
C -5.37392 5.14141 0.51202 -0.088
C -4.16214 4.87968 1.13818 -0.093
C -3.13795 4.25720 0.43654 -0.151
C -2.44281 2.53970 -3.78107 -0.387
C -1.65553 2.72300 -4.91618 -0.135
C -2.09486 2.29534 -6.16257 -0.081
C -3.32400 1.66274 -6.29143 -0.086
C -4.11086 1.45611 -5.16667 -0.087
C -3.66552 1.88298 -3.92254 -0.155
C -0.56530 4.69443 -2.39131 -0.378
C 0.69896 4.94620 -1.86507 -0.144
C 1.39524 6.09699 -2.21899 -0.085
C 0.82954 7.00549 -3.10029 -0.083
C -0.43529 6.76601 -3.62468 -0.078
C -1.12785 5.61691 -3.27272 -0.130
H -4.66768 3.93529 -2.56966 0.086
H -6.48544 5.00889 -1.31837 0.105
H -6.17266 5.63054 1.05481 0.104
H -4.01146 5.16886 2.17158 0.103
H -2.19582 4.05260 0.93986 0.075
H -0.69565 3.22151 -4.83692 0.096
H -1.47658 2.46045 -7.03587 0.105
H -3.66534 1.33095 -7.26315 0.104
H -5.07057 0.96307 -5.25816 0.103
H -4.29506 1.71351 -3.05392 0.076
H 1.14633 4.24914 -1.16563 0.041
H 2.37690 6.28298 -1.80166 0.104
H 1.37063 7.90061 -3.37839 0.105
H -0.88292 7.47693 -4.30750 0.106
H -2.11519 5.44384 -3.68611 0.101

Entry 5:
19
Properties=species:S:1:pos:R:3:lowdin_charge:R:1 method="wB97M-V/def2-TZVPD" spin_multiplicity=1 mol_weight_g_mol=146.17 energy_ha=-473.42383 total_charge=+1 homo_energy_ev="-13.10 / -13.10" lumo_energy_ha="-0.24393 / -0.24391" de_lowest_kcal_mol=140.2
C -2.92194 -1.11408 -0.35825 -0.054
C -1.55570 -1.41650 -0.23381 -0.045
C -3.85741 -0.15177 -0.10519 -0.131
C 0.31603 0.53210 0.05775 -0.212
C -2.72028 1.70569 0.36693 0.000
C 1.72043 0.62159 -0.18938 0.050
C -0.27060 -0.85054 -0.03197 0.042
C 2.44153 1.84193 -0.40924 -0.054
N -0.32872 1.71239 0.10088 0.114
N -1.53701 1.80280 0.19514 0.142
N -3.82075 1.09784 0.33079 0.145
H -3.51439 -1.99477 -0.71839 0.132
H -1.51277 -2.45597 -0.50040 0.101
H -4.80379 -0.37142 -0.61507 0.133
H 2.51547 -0.12995 -0.14365 0.149
H 0.57231 -1.55682 -0.13810 0.110
H 2.45880 1.83467 -1.53336 0.153
H 3.47217 1.73010 0.02415 0.124
H 2.04392 2.82519 -0.14331 0.101

Entry 6:
36
Properties=species:S:1:pos:R:3:lowdin_charge:R:1 method="wB97M-V/def2-TZVPD" spin_multiplicity=1 mol_weight_g_mol=216.18 energy_ha=-917.02316 homo_energy_ev=-8.18 lumo_energy_ha=-0.01303 de_lowest_kcal_mol=189.6
H 0.29542 0.08959 0.53413 -0.029
H -1.12652 -0.07306 1.24608 0.043
H 0.48527 2.96217 -2.69949 0.024
H 1.52334 3.06456 -1.56099 0.024
H -1.14006 4.00809 -0.00977 -0.014
H -0.46262 5.20158 -0.73281 0.059
H 1.90012 1.52025 -0.91936 0.037
H 0.37594 1.64416 -1.12442 0.076
H -4.76223 0.80926 2.59696 0.001
H -4.73448 1.72659 1.48703 0.049
H 2.65494 -3.05449 1.96001 -0.024
H 4.00069 -2.82316 2.35692 0.074
H 1.00535 -3.10399 -2.06212 -0.057
H 1.24090 -3.42783 -3.48719 0.072
H -1.26391 -2.55372 1.85827 0.036
H -2.39597 -2.75943 0.88562 0.070
H 0.81861 -1.09766 -1.02104 0.013
H 2.14517 -0.39684 -1.25015 0.067
H -2.03344 -0.24196 -1.66157 0.009
H -2.68329 0.99209 -0.92563 0.032
H -0.91650 1.16187 2.81077 0.054
H -0.78307 2.35578 1.64462 0.077
H 1.73630 -2.96095 0.52931 0.033
H 2.92623 -2.96032 -0.35797 0.076
O -0.20116 -0.39345 1.15073 -0.107
O 1.04295 3.56688 -2.23887 -0.038
O -0.92369 4.92460 0.10715 -0.068
O 1.16485 1.07839 -1.24812 -0.042
O -4.31273 0.90472 1.79154 -0.036
O 3.17521 -2.32114 2.11544 -0.072
O 1.58992 -3.57350 -2.56616 -0.051
O -1.48495 -2.35651 0.94208 -0.090
O 1.57132 -1.13018 -1.61699 -0.118
O -2.49361 0.05574 -0.91991 -0.010
O -0.37039 1.56173 2.12528 -0.091
O 2.43609 -2.39987 0.26063 -0.079

Entry 7:
103
Properties=species:S:1:pos:R:3:lowdin_charge:R:1 method="wB97M-V/def2-TZVPD" spin_multiplicity=1 mol_weight_g_mol=1072.19 energy_ha=-17448.24999 homo_energy_ev=-9.24 lumo_energy_ha=-0.03294
C -1.90419 3.80514 1.79350 -0.064
C -0.97145 5.06016 1.87268 -0.277
C -1.69604 6.37370 2.13767 -0.149
O -1.30392 6.74675 3.38760 0.056
C -0.28202 5.88111 3.82337 -0.618
O 0.34283 6.08876 4.80857 0.129
O -0.18827 4.86484 3.01598 -0.009
H -2.58974 3.85167 0.94736 0.069
H -2.49437 3.67212 2.70020 0.041
H -1.40793 2.83555 1.75192 -0.021
H -0.29342 5.14616 1.02357 0.138
H -2.76547 6.18677 2.04027 0.135
H -1.40044 7.19306 1.48241 0.134
C -4.28564 -0.34689 2.35439 -0.018
C -4.92718 0.95754 1.85976 -0.461
O -5.70179 1.70137 2.42197 0.060
C -4.66986 1.36141 0.43115 -0.037
H -3.68001 -0.19402 3.24768 0.043
H -3.62431 -0.78516 1.60696 0.051
H -5.02623 -1.11602 2.57365 0.085
H -5.40090 0.96891 -0.27568 0.094
H -3.63381 1.15157 0.16535 0.052
H -4.67007 2.44988 0.37325 0.079
C 0.12202 -2.02795 -0.76472 -0.023
C -0.94053 -0.95869 -0.58378 -0.480
O -2.08158 -1.22704 -0.41175 0.069
C -0.44612 0.49874 -0.58228 -0.006
H 0.77657 -1.90343 -1.62737 0.000
H -0.37400 -2.99482 -0.84978 0.070
H 0.88656 -2.11052 0.00777 0.062
H -0.13382 0.84594 0.40263 0.051
H -1.20981 1.23937 -0.81965 0.046
H 0.14402 0.79600 -1.44915 0.066
C -0.91578 -6.04388 -0.28669 -0.042
C -1.35646 -7.44100 -0.08774 -0.538
O -1.19348 -8.00895 0.94195 0.087
C -2.17959 -8.02651 -1.22868 -0.015
H -0.06952 -5.79215 0.35250 0.083
H -1.63947 -5.34794 0.13764 0.097
H -0.64167 -5.78953 -1.31054 0.079
H -1.58611 -8.88678 -1.53827 0.087
H -2.33147 -7.26709 -1.99569 0.073
H -3.10860 -8.42047 -0.81658 0.086
C 3.66179 3.01646 0.22901 -0.016
C 3.84478 1.60717 -0.46991 -0.404
O 3.03373 1.22418 -1.35001 -0.012
C 4.86286 0.71175 0.18074 -0.026
H 2.85492 3.14861 0.94986 0.071
H 3.71780 3.83794 -0.48521 0.072
H 4.44788 3.12355 0.97646 0.059
H 4.78356 -0.23511 -0.35338 0.052
H 4.46510 0.30118 1.10881 0.085
H 5.83558 1.20343 0.19360 0.098
C 2.43852 -0.73062 4.21578 -0.047
C 2.61613 -1.63647 3.05939 -0.466
O 1.73352 -1.83956 2.24695 0.059
C 3.92564 -2.46825 3.12448 -0.020
H 1.43167 -0.31312 4.20978 0.008
H 3.16250 0.07981 4.13115 0.083
H 2.69155 -1.17137 5.18005 0.095
H 4.86665 -1.96916 2.89315 0.072
H 3.95030 -3.13923 2.26583 0.063
H 4.33015 -2.96687 4.00530 0.082
C -1.38496 2.93563 -3.27585 -0.034
C -0.75523 3.95702 -2.29396 -0.394
O -1.01545 3.88217 -1.06078 0.019
C -0.00969 5.09041 -2.95459 -0.012
H -1.50953 3.17858 -4.33109 0.083
H -2.39224 2.79310 -2.88446 0.060
H -0.80095 2.01530 -3.27159 0.039
H -0.10656 6.09618 -2.54578 0.088
H -0.08856 5.02753 -4.03992 0.079
H 0.99865 4.87642 -2.60025 0.088
C 4.29228 -3.43624 -1.20812 -0.064
C 5.67153 -3.22681 -0.68648 -0.490
O 6.09378 -2.10469 -0.44871 0.045
C 6.55683 -4.42220 -0.39571 -0.011
H 3.76566 -4.23564 -0.68684 0.094
H 4.40774 -3.64939 -2.27082 0.054
H 3.62453 -2.57613 -1.25733 0.017
H 6.55181 -4.92957 -1.36040 0.089
H 6.16643 -4.97810 0.45674 0.085
H 7.50919 -4.02889 -0.04014 0.085
C -4.77476 -1.76771 -3.39095 -0.012
C -4.84395 -0.24342 -3.47144 -0.470
O -5.86938 0.32996 -3.75765 0.062
C -3.63197 0.55302 -2.94703 -0.026
H -4.34713 -2.11354 -4.33203 0.083
H -5.82578 -2.05634 -3.40361 0.080
H -4.29086 -2.05880 -2.45863 0.079
H -3.49719 1.33063 -3.69888 0.068
H -2.75824 -0.09863 -2.95236 0.031
H -3.78262 1.03305 -1.98009 0.059
C -0.62186 1.96576 4.91379 -1.446
Br -1.85344 3.34630 5.42762 0.711
Br 1.19022 2.81476 4.85299 0.615
Br -0.86033 0.93804 3.26337 0.702
H -0.70177 1.20308 5.68842 -0.025
C 1.43671 -0.89866 -4.96273 -1.377
Br 1.75789 1.06782 -4.84531 0.541
Br -0.44933 -1.35248 -4.49806 0.559
Br 2.72251 -1.80782 -3.64992 0.591
H 1.62446 -1.22169 -5.98669 -0.022